Record 1
A cluster of 11 separate species, H21O11 in total, computed with ωB97M-V/def2-TZVPD.

Charge = -1
Multiplicity = 1
E_tot = -22863.188 eV
Frontier orbital gap = 6.29 eV
LUMO level = 2.641 eV

XYZ file:
```
32
H21O11 ωB97M-V/def2-TZVPD
O -0.374 -0.791 0.184
H 0.045 -0.197 0.836
O -3.217 -4.184 -1.487
H -3.304 -4.808 -0.766
H -2.592 -3.534 -1.169
O 4.392 2.427 3.930
H 5.075 1.973 4.423
H 4.601 2.250 3.013
O -4.415 1.056 -0.792
H -3.574 0.621 -0.653
H -5.056 0.477 -0.379
O -2.032 3.598 3.536
H -2.747 4.077 3.955
H -2.466 2.893 3.055
O 1.490 -2.096 -3.894
H 1.519 -3.052 -3.919
H 1.000 -1.891 -3.097
O 2.190 -3.905 1.783
H 1.605 -3.263 1.380
H 3.021 -3.795 1.322
O 4.335 0.332 -0.240
H 4.081 0.261 -1.160
H 3.603 -0.054 0.241
O -2.990 -2.215 3.707
H -2.497 -1.911 2.945
H -3.574 -2.890 3.361
O -1.688 1.923 -4.468
H -1.067 1.198 -4.540
H -2.292 1.654 -3.776
O 2.145 4.919 -2.262
H 2.745 4.940 -3.007
H 2.039 3.988 -2.064
```

***

Record 2
A structure of composition C24H23CaCl2N2O9P2, computed with ωB97M-V/def2-TZVPD.

Charge = -1
Multiplicity = 1
E_tot = -108743.285 eV
Frontier orbital gap = 6.54 eV
LUMO level = 2.308 eV

XYZ file:
```
63
C24H23CaCl2N2O9P2 ωB97M-V/def2-TZVPD
Ca -1.010 -0.178 -1.121
C 1.447 -3.370 -2.599
C 0.316 -2.691 -3.376
O 0.255 -3.243 -4.708
P -1.318 -3.098 -2.595
O -1.090 -4.061 -1.386
O -2.022 -3.954 -3.708
O -2.059 -1.890 -2.138
P 0.804 -0.900 -3.555
O -0.556 -0.222 -4.093
O 1.875 -0.939 -4.573
O 0.982 -0.355 -2.152
H 1.305 -4.451 -2.613
H 1.470 -3.041 -1.560
H 2.401 -3.122 -3.066
H 0.855 -2.694 -5.242
H -1.131 -3.595 -0.497
H -1.462 -3.918 -4.508
H -0.556 0.746 -4.106
C -2.563 1.792 -1.695
C -1.832 2.873 -2.220
C -1.549 2.984 -3.615
C -0.758 3.985 -4.128
C -0.206 4.961 -3.291
C -0.495 4.902 -1.918
C -1.279 3.903 -1.404
C 0.602 6.009 -3.816
N 1.251 6.862 -4.243
H -3.169 1.222 -2.398
H -2.997 1.881 -0.701
H -2.016 2.277 -4.295
H -0.573 4.026 -5.194
H -0.093 5.662 -1.259
H -1.493 3.884 -0.341
Cl 0.693 0.267 5.744
C 0.392 1.357 4.413
C -0.206 2.565 4.743
C -0.456 3.523 3.781
C -0.088 3.260 2.469
C 0.500 2.056 2.151
Cl 0.977 1.809 0.493
C 0.762 1.040 3.098
N 1.390 -0.108 2.667
C 1.531 -1.353 3.361
C 2.802 -1.714 3.783
C 3.016 -2.931 4.409
C 1.950 -3.794 4.603
C 0.682 -3.437 4.171
C 0.447 -2.217 3.548
C -0.939 -1.829 3.115
C -1.069 -1.770 1.590
O -0.947 -2.831 0.947
O -1.234 -0.624 1.090
H -0.463 2.734 5.780
H -0.920 4.462 4.045
H -0.248 3.982 1.681
H 1.371 -0.197 1.661
H 3.611 -1.016 3.614
H 4.010 -3.203 4.740
H 2.103 -4.751 5.087
H -0.152 -4.113 4.314
H -1.197 -0.851 3.522
H -1.650 -2.563 3.496
```

***

Largest force on an atom (hartree/bohr)
0.013 0.015